Entry 1:
{
  "formula": "C24H41Br2FN4O7PS",
  "method": "ωB97M-V with the def2-TZVPD basis set",
  "symbols": ["C", "H", "H", "C", "H", "H", "H", "Br", "H", "C", "H", "C", "H", "C", "C", "C", "S", "C", "C", "H", "H", "F", "O", "H", "H", "H", "C", "H", "H", "O", "H", "P", "H", "H", "C", "C", "H", "N", "H", "H", "H", "H", "H", "N", "H", "O", "H", "H", "C", "H", "O", "N", "C", "C", "H", "H", "O", "C", "H", "H", "C", "H", "H", "C", "H", "C", "H", "O", "C", "H", "H", "N", "O", "C", "H", "Br", "H", "C", "H", "C", "C"],
  "coordinates": [[6.375, -2.062, 0.330], [-4.164, 3.967, 5.299], [2.947, -5.232, -1.919], [7.157, -0.772, -1.554], [5.446, -2.604, -2.151], [-1.383, 5.515, 0.787], [-2.905, 3.381, 0.001], [-1.480, 2.859, 4.161], [-2.342, 0.024, -2.974], [-2.796, 0.598, 2.404], [1.549, -5.740, -0.973], [-4.356, 4.222, 4.174], [4.502, -3.873, -1.848], [-2.564, -3.223, -0.608], [-0.524, 0.906, 1.209], [-3.220, 2.618, -3.952], [-5.980, -1.276, 3.854], [-2.864, -1.205, 0.610], [-0.841, 5.409, -0.256], [-0.702, -0.324, -1.323], [8.007, -0.108, -1.688], [0.232, -0.388, 1.023], [-6.034, -0.608, -0.784], [0.255, 3.450, -0.921], [-3.818, -1.750, 1.079], [6.365, -4.051, -0.538], [-4.364, -0.766, 3.626], [6.821, -2.344, 1.290], [4.982, -3.732, 0.535], [-2.928, 2.046, -2.622], [-1.101, 1.335, -3.527], [0.994, 2.075, 1.507], [-0.889, -4.799, -0.373], [5.710, -1.218, 0.535], [5.645, -3.292, -0.215], [-0.945, -3.621, -0.562], [3.990, -1.136, -0.870], [-4.087, 1.078, 0.033], [0.606, 3.461, 1.653], [-3.018, -3.654, 0.384], [-0.403, -3.419, -1.582], [0.279, 5.798, -0.195], [-1.546, 3.402, 1.293], [4.821, -2.990, -1.434], [-5.438, 4.708, 4.048], [-2.773, -1.745, -0.755], [-3.094, -3.826, -1.491], [7.023, -1.326, -2.488], [2.372, -5.025, -1.013], [-1.944, -1.694, 1.192], [1.823, -3.722, -1.102], [-3.053, -0.606, 3.297], [3.633, -2.083, -1.282], [-1.797, 2.989, 0.210], [-1.273, 3.927, -1.923], [1.791, -1.902, -0.220], [-2.852, 3.887, -4.278], [-0.865, 3.837, -0.831], [3.002, -5.158, -0.131], [2.879, -3.031, 0.565], [-4.303, 2.781, 3.325], [-3.530, 4.965, 3.779], [3.267, -1.915, -2.299], [-5.133, 0.273, -0.265], [-1.446, 6.129, -0.993], [-1.666, 1.333, 0.104], [6.269, -0.170, -1.345], [7.461, -1.684, -0.513], [-0.982, 0.839, -1.301], [-0.391, -3.140, 0.373], [1.646, 1.588, 2.720], [2.096, 1.978, 0.281], [-1.284, 0.565, 2.447], [-1.863, 1.056, -2.657], [-3.828, 2.055, -4.811], [-6.007, 2.133, 2.568], [0.079, 1.348, -1.511], [-3.056, 2.003, 3.170], [2.216, 2.938, -0.116], [-2.936, 0.434, 0.744], [2.527, -2.692, -0.414]],
  "mulliken_charge": [-0.542, 0.289, 0.312, -0.673, 0.293, 0.222, 0.189, -0.092, 0.305, 1.489, 0.273, -0.972, 0.337, -0.404, -0.044, 0.003, -0.101, -1.707, -0.991, -0.161, 0.272, -0.226, -0.535, 0.043, 0.390, 0.445, 0.250, 0.375, 0.344, -0.073, 0.346, 0.111, 0.264, 0.384, -0.566, -0.468, 0.364, -0.491, 0.143, 0.308, 0.175, 0.266, 0.033, 0.098, 0.325, -0.227, 0.318, 0.296, -0.799, 0.465, -0.329, -0.523, -0.904, -0.589, 0.080, 0.002, -0.465, 0.363, 0.331, 0.318, 0.282, 0.260, 0.412, 0.702, 0.320, 0.331, 0.308, -0.404, -0.450, 0.121, 0.152, -0.681, -0.446, -0.739, 0.316, -0.148, 0.661, -0.783, 0.259, 1.568, 0.020],
  "e_homo_ev": -10.66,
  "molar_mass_g_mol": 739.46,
  "e_tot_ev": -208748.4632,
  "charge": 1,
  "gap_ha": 0.290,
  "e_lumo_ev": -2.77,
  "de_lowest_ev": 10.0388
}


Entry 2:
{
  "formula": "C6H12ClNSi",
  "method": "ωB97M-V with the def2-TZVPD basis set",
  "symbols": ["H", "N", "H", "H", "C", "H", "Cl", "H", "H", "H", "C", "Si", "H", "C", "C", "C", "H", "H", "H", "C", "H"],
  "coordinates": [[-3.922, 1.055, 1.940], [-0.661, -0.559, -1.100], [0.695, 0.916, -1.470], [4.422, 0.690, 0.327], [2.627, -0.003, 0.456], [-0.678, 0.963, -2.433], [-2.112, 2.164, -0.401], [0.657, -0.322, -2.601], [-3.125, 0.051, 3.291], [3.158, 1.979, 0.844], [-0.087, -1.670, -0.900], [-2.245, 0.109, -0.543], [-1.841, -1.323, 1.606], [-3.181, 0.166, 2.167], [3.455, 0.997, 0.568], [-2.344, -0.379, 1.288], [-0.415, -2.368, -0.185], [1.622, 0.158, 0.617], [3.093, -0.980, 0.209], [0.056, 0.282, -2.026], [0.825, -1.924, -1.654]],
  "mulliken_charge": [0.171, 0.442, 0.458, 0.254, -0.594, 0.310, -0.271, 0.469, 0.221, 0.282, -0.275, -0.286, 0.120, -0.578, -0.549, 0.062, 0.279, 0.468, 0.143, -1.247, 0.122],
  "e_homo_ev": [-6.67, -6.67],
  "molar_mass_g_mol": 161.71,
  "e_tot_ev": -28303.4786,
  "gap_ha": [0.238, 0.238],
  "e_lumo_ev": [-0.20, -0.19],
  "de_lowest_ev": 4.4748
}


Entry 3:
{
  "formula": "C4H7NO",
  "method": "ωB97M-V with the def2-TZVPD basis set",
  "symbols": ["H", "N", "H", "H", "C", "H", "C", "C", "H", "H", "O", "H", "C"],
  "coordinates": [[-0.262, -1.865, -0.175], [1.281, -0.331, -0.396], [1.303, 0.243, 1.577], [0.615, -0.651, -2.458], [-1.094, -0.074, 0.809], [-1.957, 0.083, 0.182], [-0.097, -0.790, -0.256], [1.184, 0.706, 0.577], [-1.275, -0.833, 1.570], [-1.048, 0.875, 1.413], [0.963, 1.867, 0.371], [0.017, 0.892, -1.691], [0.370, -0.122, -1.524]],
  "mulliken_charge": [0.344, -0.396, 0.449, 0.244, -1.223, 0.340, -0.046, 0.163, 0.344, 0.386, -0.503, 0.219, -0.323],
  "smiles": "C[C@H]1CN1C=O",
  "e_homo_ev": -10.03,
  "molar_mass_g_mol": 85.11,
  "e_tot_ev": -7796.6652,
  "gap_ha": 0.407,
  "e_lumo_ev": 1.04,
  "de_lowest_ev": 2.9791
}


Entry 4:
{
  "formula": "C27H18F5IrN5S3",
  "method": "ωB97M-V with the def2-TZVPD basis set",
  "symbols": ["F", "F", "C", "C", "C", "H", "H", "H", "C", "C", "C", "H", "C", "H", "H", "N", "C", "C", "C", "C", "H", "H", "H", "C", "C", "H", "N", "N", "H", "H", "C", "H", "C", "F", "C", "C", "Ir", "C", "C", "H", "F", "C", "C", "H", "S", "N", "C", "H", "H", "H", "F", "C", "C", "C", "C", "C", "N", "S", "S"],
  "coordinates": [[4.091, -4.514, -0.059], [5.009, -1.966, -0.215], [-0.388, -0.997, 3.740], [-0.275, -0.105, 6.281], [1.060, 1.485, 7.441], [2.017, 1.826, 7.817], [1.851, -0.319, 6.574], [-2.313, -0.362, -2.646], [-1.382, 0.679, 6.564], [-2.598, 3.077, -2.394], [-2.652, 0.643, -2.868], [-4.917, 2.350, -4.703], [-4.120, 2.203, -3.986], [-2.278, -1.831, 3.119], [-2.374, 0.386, 6.249], [1.172, -0.621, -4.895], [2.804, -1.192, -0.543], [-3.616, 3.296, -3.312], [-3.653, 0.878, -3.755], [0.598, -0.932, -3.732], [0.628, -2.323, -5.977], [-4.122, 0.059, -4.282], [0.183, -1.900, -3.506], [0.746, 0.190, 2.000], [0.708, -0.251, 3.299], [1.429, 2.098, -3.143], [-0.238, -0.077, 1.114], [0.012, 2.258, 7.702], [1.217, -0.968, -6.953], [-4.012, 4.288, -3.480], [-1.406, -1.264, 2.826], [1.583, 0.765, 1.630], [1.262, 1.131, -3.586], [1.440, -5.031, -0.313], [0.973, 0.290, 6.737], [-1.180, 1.854, 7.278], [0.130, 0.116, -0.914], [-0.789, 2.948, -0.739], [1.885, -3.785, -0.388], [2.107, 1.164, -5.639], [-0.301, -2.983, -0.745], [3.714, -2.213, -0.340], [3.244, -3.520, -0.259], [-2.021, 2.493, 7.521], [0.415, 3.194, 0.291], [-1.090, 1.676, -1.295], [1.362, -1.524, -6.031], [1.526, -0.021, 3.966], [2.365, -1.943, -6.007], [-2.075, -0.981, 0.810], [3.258, 0.078, -0.602], [1.600, 0.682, -4.821], [1.442, -1.409, -0.672], [-1.294, -0.797, 1.535], [1.022, -2.726, -0.598], [-2.076, 1.756, -2.188], [0.621, 0.113, -2.910], [-1.820, 4.219, -1.386], [-0.485, -1.639, 5.385]],
  "mulliken_spin": [-0.002, 0.000, -0.003, 0.000, 0.000, 0.000, 0.000, -0.004, 0.000, 0.009, 0.017, 0.000, 0.010, 0.000, 0.000, 0.001, -0.066, -0.006, 0.014, 0.005, 0.000, 0.001, 0.004, 0.001, -0.007, -0.001, -0.008, 0.000, 0.000, 0.000, 0.010, 0.005, -0.010, 0.000, 0.000, 0.000, 1.103, -0.020, 0.005, 0.000, -0.008, 0.003, -0.009, 0.000, 0.067, -0.031, 0.000, 0.000, 0.000, -0.005, -0.005, 0.002, 0.070, -0.003, -0.098, -0.006, -0.035, 0.004, -0.002],
  "e_homo_ev": [-13.78, -13.78],
  "molar_mass_g_mol": 795.88,
  "e_tot_ev": -84656.4725,
  "charge": 2,
  "s2": 0.763,
  "multiplicity": 2,
  "gap_ha": [0.138, 0.143],
  "e_lumo_ev": [-10.03, -9.89],
  "de_lowest_ev": 2.7079
}


Entry 5:
{
  "formula": "C33H53BeN2O2P2S",
  "method": "ωB97M-V with the def2-TZVPD basis set",
  "symbols": ["P", "N", "C", "H", "N", "C", "C", "C", "C", "C", "H", "C", "H", "H", "H", "H", "H", "C", "C", "H", "H", "C", "H", "H", "H", "C", "C", "H", "H", "H", "H", "H", "O", "C", "H", "H", "H", "H", "H", "H", "C", "C", "C", "O", "H", "C", "H", "C", "H", "H", "C", "Be", "C", "H", "H", "H", "C", "H", "H", "C", "H", "H", "H", "C", "H", "C", "H", "H", "H", "P", "C", "C", "S", "H", "C", "H", "H", "H", "H", "H", "H", "H", "H", "C", "H", "C", "H", "H", "C", "H", "H", "C", "C", "C"],
  "coordinates": [[1.868, 1.828, -0.001], [0.872, -1.096, -1.464], [3.481, -3.557, -5.498], [4.552, 3.146, 0.780], [-0.573, 1.303, -1.489], [-1.918, 1.257, -1.825], [-0.594, -0.185, 3.781], [1.524, 3.616, 0.513], [1.900, 3.773, 1.992], [3.594, 1.214, 0.412], [2.979, 3.706, 2.163], [-2.776, 0.275, -1.264], [4.546, 2.648, -0.945], [-0.207, 4.846, 0.836], [-5.275, -0.573, -0.224], [3.914, 0.139, -1.491], [-3.471, -3.836, 0.613], [1.496, -1.554, -2.355], [3.283, -3.022, -3.140], [-5.749, -1.824, 0.939], [-0.826, -1.294, -3.171], [3.878, -0.056, -0.411], [2.209, 1.046, -2.275], [5.624, 1.859, 0.220], [-5.199, -2.291, -0.673], [-0.118, 2.703, -3.380], [2.283, 4.632, -0.361], [3.123, -0.826, -0.211], [-2.159, 2.741, 2.263], [1.929, 4.631, -1.402], [-3.738, 0.424, 1.487], [3.372, 4.488, -0.360], [-0.937, 0.745, 1.216], [3.657, 0.830, 1.900], [-4.379, -0.827, 2.578], [3.979, -4.100, -6.308], [0.923, -1.346, -4.965], [4.671, 0.463, 2.107], [-3.846, 0.409, -1.456], [3.455, 1.673, 2.566], [-1.745, -1.875, -3.293], [2.182, -2.188, -3.417], [0.290, 2.006, -2.251], [1.132, -1.462, 1.724], [-1.444, 0.049, 4.431], [-2.382, 2.169, -2.806], [2.084, 5.636, 0.048], [1.031, -0.536, 1.036], [1.385, 3.035, 2.624], [4.862, -0.442, -0.101], [-1.206, -3.631, -1.541], [0.002, 0.494, -0.089], [1.767, 1.956, -1.841], [2.340, 2.811, -2.234], [3.611, -3.137, -2.104], [-2.502, 1.596, 3.616], [3.928, -3.704, -4.178], [-1.549, -2.671, -4.035], [-2.248, -3.076, 1.648], [4.624, 2.297, 0.091], [1.565, 4.767, 2.319], [-2.526, -1.214, -3.701], [0.310, -0.258, 4.405], [-1.745, 2.234, 3.144], [-1.565, -4.173, -0.655], [-3.619, -1.635, 0.736], [4.773, -4.360, -3.949], [-0.610, 3.125, 0.801], [-2.625, -0.606, 2.405], [-2.234, -1.231, -0.549], [-3.575, -0.594, 1.861], [2.393, -2.722, -5.785], [-0.342, 1.225, 2.663], [-1.846, 3.474, -4.428], [-1.493, 2.843, -3.613], [-3.925, -3.199, 2.200], [-0.745, -1.117, 3.230], [-0.264, 3.980, -0.716], [-3.970, -3.733, -1.410], [2.031, -2.623, -6.812], [0.648, 3.144, -4.012], [-0.230, -3.196, -1.306], [-3.460, 2.245, -2.953], [-3.579, -3.170, -2.265], [-4.306, -2.410, -2.585], [-3.294, -3.019, 1.320], [-1.374, 2.968, 3.872], [-1.075, -4.356, -2.358], [0.020, 3.892, 0.339], [-3.469, -3.884, -3.098], [2.953, 0.025, 2.135], [-2.207, -2.546, -1.987], [1.757, -2.021, -4.753], [-5.031, -1.579, 0.140]],
  "mulliken_charge": [1.377, 0.058, -0.349, 0.337, 1.312, 0.526, -1.297, 2.045, -1.752, 2.000, 0.328, -1.379, 0.295, 0.638, 0.353, 0.308, 0.276, 0.605, -0.395, 0.538, -0.347, -1.668, 0.549, 0.560, 0.276, -0.966, -1.738, 0.150, 0.308, 0.335, 0.309, 0.254, -0.926, -1.461, 0.659, 0.395, 0.425, 0.542, 0.103, 0.296, -1.219, -0.200, 0.704, -0.235, 0.512, -1.007, 0.524, 0.054, 0.121, 0.662, -1.554, 0.437, -2.036, 0.708, 0.421, 0.494, -0.688, 0.607, 0.297, -1.872, 0.586, 0.340, 0.394, -1.188, 0.279, 2.047, 0.393, 0.028, -0.045, 0.060, -1.588, -0.768, 0.815, 0.449, -0.938, 0.493, 0.295, 0.305, 0.348, 0.396, 0.526, 0.103, 0.493, -2.075, 0.388, -1.909, 0.497, 0.511, -1.684, 0.534, 0.186, 2.253, -0.260, -1.875],
  "e_homo_ev": -8.29,
  "molar_mass_g_mol": 612.83,
  "e_tot_ev": -71964.7482,
  "charge": 1,
  "gap_ha": 0.197,
  "e_lumo_ev": -2.94,
  "de_lowest_ev": 0.0255
}